162
Properties=species:S:1:pos:R:3 method="wB97M-V/def2-TZVPD" homo_energy_ev=-8.50 smiles=COC[C@H](C)N.COC[C@H](C)N.COC[C@H](C)N.COC[C@H](C)N.COC[C@H](C)N.COC[C@H](C)N.COC[C@H](C)N.COC[C@H](C)N.COC[C@H](C)N.O.O.O spin_multiplicity=1
H 2.92771 -1.20124 2.53252
C -0.76239 1.82602 5.83941
H 0.45844 6.56053 0.13127
H 5.05304 1.31155 -2.55357
H -2.64455 2.31126 -3.65822
H 4.72721 -2.57694 0.60949
C 0.01270 -0.61705 -5.74643
H -3.32064 4.85102 -3.55062
C -0.38869 -3.69086 -6.90943
O 0.33175 0.79187 -1.20778
H -0.55987 -0.93745 -0.38376
C 4.69999 0.65111 -0.08906
C -0.40459 2.91534 9.71627
H 3.19792 -3.78290 -1.74139
H 5.65088 -1.98115 -4.15198
H -1.51810 1.11428 6.16761
C 0.74007 -4.05797 1.87286
H 2.39767 -0.10676 3.46571
H 2.26067 0.02135 -1.29025
N -0.86712 3.53059 -2.24579
H -0.13910 -1.39460 -7.80736
H -5.99653 3.99475 1.75775
H -3.82063 0.31667 1.13537
H -0.47242 4.22660 -1.61036
C 4.72206 1.06591 -3.55319
H -0.87709 6.07071 0.70648
C -0.04535 -0.04527 -0.12000
H 2.84007 -4.07593 0.56866
H 0.86537 -0.34182 0.37842
C -4.79601 2.17514 1.66364
H -2.54377 3.57923 -0.92505
H 4.12225 -1.67933 -0.88713
N 1.05370 0.05143 6.15453
H -5.08302 -1.39742 5.06579
C -5.68225 3.25153 1.02298
H -1.90917 0.05476 -4.69314
H -0.57331 2.68843 1.91524
C -0.81622 0.83203 0.78183
N 4.81643 2.06776 1.88933
H -4.05804 4.54592 -1.97548
H 0.82421 1.28233 -5.55460
N 0.55113 0.62285 -6.27716
H 0.81489 -0.21522 5.20006
O -1.24197 -2.58685 -6.53373
O 2.79456 1.53196 3.88854
H -4.73243 0.31374 -2.54034
H -0.70374 1.90869 4.74585
H 1.67992 1.00324 -2.73789
O -2.46040 -2.96126 2.28159
O -4.29424 2.35615 -2.44341
C -1.74718 -1.99654 4.84398
O 4.35315 -0.30149 -3.52762
H 0.42364 -3.64769 -6.19687
H 3.08699 -1.49983 -4.45845
C 4.21259 3.06777 -0.23968
H 3.39579 2.03034 3.30054
O -0.42213 6.24171 -0.14106
H -0.01614 -3.55907 -7.92392
H -0.64333 -0.20475 2.50233
N -4.13184 -1.68850 5.29016
H 1.39710 2.16332 6.37861
H 5.27636 -0.37388 -6.13931
C 4.87971 -1.74186 -0.10326
C -4.63063 0.94456 0.73810
H 3.16413 0.19016 -5.14282
H -3.84619 -3.77509 0.87972
H -3.73869 -3.87102 3.64032
H 3.30067 -2.63468 -6.59300
C -4.88064 1.24839 -3.10319
C -0.96828 -0.51094 -4.55602
H 5.27094 3.27601 -0.36915
H -4.53930 1.19340 -4.15869
O 0.27081 2.81661 8.47923
H -0.90804 -4.64149 -6.80302
H -0.18408 -4.39430 2.32959
H -6.67961 0.52161 2.36643
H 5.71944 0.94528 -0.39152
H -3.22483 -0.72740 3.81646
H 3.03828 1.69081 0.77386
H -5.95985 1.46347 -3.11922
H 2.00193 -0.19028 6.33345
H -2.85004 -4.90178 1.93073
H 5.57118 2.75445 1.87003
C -2.86995 -3.96183 1.34654
H -0.51652 2.63202 -1.93990
H -4.40586 -2.59114 2.70194
C 3.90579 -1.78305 -6.88676
N -1.39750 0.03545 1.89407
H -2.74659 5.66399 -2.02054
H -1.36198 -1.18975 5.45471
C 4.11196 1.84180 0.66613
H -1.64910 1.26585 0.17696
H 5.92078 -1.82339 -0.45285
H -0.71257 1.04361 8.10275
H 3.80863 2.97943 -1.26597
C 3.73809 -0.65582 -4.72966
H -0.24201 3.94904 10.06302
H 0.98697 0.91844 8.51957
H -1.29458 -1.54878 -4.45332
O -5.80848 0.11766 0.54931
H 4.58618 -2.16531 -7.65866
H 5.46464 1.26316 -4.30860
H -1.94713 -0.76976 1.61246
H 0.27454 -4.77824 -2.20746
H -2.17017 -3.94422 0.51083
H 2.32671 2.14028 4.50587
H 3.71271 3.94090 0.25991
C 0.03070 2.01893 1.32800
H 1.42395 -4.49348 -3.50014
H -2.86662 1.91819 2.15949
H 1.18231 -0.71814 -2.33129
N 5.55455 -2.25587 -5.11838
O 4.67823 -0.49794 0.65701
H 4.04129 0.61830 -0.96501
H 0.85833 1.69129 1.94868
C 1.16822 -4.20458 -2.47888
H 3.79516 1.67474 -3.73420
N -3.46750 2.67737 1.97566
H -0.13762 1.08358 -6.83740
H 3.47962 -5.91068 -0.70483
H -5.23906 1.83606 2.63321
H -6.58085 2.80418 0.63519
H -0.49576 -0.21511 -3.61341
C -3.51105 -2.88468 3.25832
H -5.17370 3.76858 0.21453
O 0.81492 -4.43834 0.45052
C 1.97209 -3.85163 -0.10403
C 2.33338 -4.39045 -1.44250
C 1.39832 0.26912 -1.93639
C 0.58732 1.45508 6.52993
C -3.11623 4.75135 -2.46923
H 0.06174 2.26480 10.50223
H -2.38708 1.56195 -2.13271
H 5.23286 1.26090 2.32029
H 3.28253 -0.99554 -7.27785
H -7.18000 -1.02704 1.56831
C -3.15751 -1.73228 4.24236
H 0.77211 -2.95519 1.87743
H -3.16988 3.37645 1.30071
C 0.29407 1.49695 8.01004
N 2.71533 -5.77668 -1.40507
H -0.99590 2.83300 6.15346
H -4.16992 -2.47521 5.91828
C 4.69457 -1.21278 -5.74708
C -2.32124 3.58407 -1.99332
H 0.52285 2.54045 0.49684
H -4.32918 1.35891 -0.24987
H 1.87089 -2.75041 -0.13746
H 0.85757 -1.19041 -5.38673
O 2.29602 -1.04305 3.24087
H -1.03182 -2.25952 4.07034
C -0.73901 -1.31274 -6.89170
H -1.68009 -0.72940 -7.04912
H 4.96822 -3.09206 -5.07245
H 1.55804 -4.47425 2.46480
H -1.46184 2.58340 9.67678
C -2.91770 2.38600 -2.59730
C -6.36851 -0.35291 1.79872
H -1.70056 -2.89238 5.46488
H -5.66366 -0.87614 2.47244
H 0.87660 -3.15551 -2.49010
H 2.00303 -6.29164 -0.95408